The following is a quantum chemistry calculation of a single C20H30O5 molecule, from OMol25.

Element x y z (Å)
C1 -6.900 -2.140 0.899
C2 -6.082 -0.978 1.443
O1 -4.792 -0.919 0.828
C3 -4.706 -0.302 -0.344
O2 -5.627 0.215 -0.917
C4 -3.271 -0.280 -0.863
C5 -2.447 -1.486 -0.417
C6 -1.077 -1.487 -1.089
C7 -0.192 -2.615 -0.551
O3 1.095 -2.611 -1.124
C8 2.008 -1.676 -0.722
C9 3.222 -1.693 -1.409
C10 4.228 -0.810 -1.083
C11 4.063 0.121 -0.063
C12 5.157 1.094 0.300
C13 5.476 2.011 -0.884
C14 6.419 0.361 0.775
C15 6.156 -0.484 2.015
C16 2.853 0.130 0.614
C17 1.831 -0.751 0.299
C18 -2.683 1.010 -0.291
O4 -2.208 1.109 0.809
O5 -2.786 1.998 -1.171
C19 -2.370 3.301 -0.749
C20 -3.466 3.995 0.045
H1 -7.848 -2.196 1.427
H2 -6.362 -3.075 1.033
H3 -7.097 -1.992 -0.160
H4 -5.880 -1.101 2.508
H5 -6.603 -0.031 1.266
H6 -3.312 -0.182 -1.950
H7 -2.982 -2.406 -0.658
H8 -2.325 -1.434 0.667
H9 -0.582 -0.530 -0.911
H10 -1.184 -1.609 -2.169
H11 -0.615 -3.585 -0.827
H12 -0.133 -2.565 0.544
H13 3.351 -2.418 -2.198
H14 5.156 -0.850 -1.634
H15 4.798 1.718 1.126
H16 5.874 1.440 -1.719
H17 4.577 2.524 -1.218
H18 6.214 2.758 -0.597
H19 6.792 -0.279 -0.026
H20 7.192 1.101 0.996
H21 5.400 -1.238 1.807
H22 5.800 0.139 2.833
H23 7.066 -0.984 2.336
H24 2.695 0.841 1.413
H25 0.912 -0.697 0.862
H26 -1.461 3.205 -0.146
H27 -2.151 3.838 -1.674
H28 -3.647 3.462 0.975
H29 -3.162 5.012 0.276
H30 -4.387 4.019 -0.532

Kohn-Sham gap   9.001 eV
Total charge   0
SMILES   CCOC(=O)C(CCCOc1ccc([C@H](C)CC)cc1)C(=O)OCC
Energy   -1156.324775 Eh
Maximum force   0.56 eV/Å
Relative energy (zero: lowest compared OMol25 entry of this formula, charge and spin)   3.3 kcal per mole

Löwdin population analysis, charges in e, atoms 1 to 8: C -0.06; C -0.20; O 0.01; C -0.46; O 0.13; C -0.11; C -0.15; C -0.15



The following is a quantum chemistry calculation of a molecular structure, C20H31Al2ClF10O15S2 at a distorted geometry, from OMol25.

Element x y z (Å)
C1 3.593 -1.112 0.780
C2 3.010 -0.066 -0.338
C3 4.303 0.411 -1.285
C4 2.364 1.315 0.263
C5 1.965 1.269 1.851
C6 1.079 1.702 -0.710
O1 -0.202 1.165 -0.222
C7 -0.490 -0.174 -0.759
S1 -1.894 -0.923 0.290
O2 -2.130 -2.426 -0.118
O3 -1.392 -0.805 1.775
C8 -3.504 -0.017 -0.021
F1 -4.699 -0.939 0.020
F2 -3.429 0.541 -1.421
C9 -3.776 1.257 0.975
F3 -2.690 2.263 1.021
F4 -5.009 1.960 0.482
F5 -4.044 0.862 2.397
H1 4.008 -2.052 0.176
H2 2.760 -1.496 1.524
H3 4.506 -0.679 1.372
H4 2.284 -0.636 -1.091
H5 4.751 -0.478 -1.915
H6 3.865 1.268 -1.987
H7 5.140 0.957 -0.633
H8 3.161 2.166 0.120
H9 1.756 2.398 2.175
H10 0.941 0.701 2.078
H11 2.803 0.878 2.568
H12 1.367 1.320 -1.795
H13 0.959 2.889 -0.731
H14 -0.895 -0.126 -1.865
Al1 5.591 0.270 -2.993
Cl1 5.891 -2.285 -4.439
F6 -3.109 2.286 -2.921
Al2 -1.309 3.057 -2.887
O4 -0.047 4.310 0.193
H15 -0.772 3.871 0.600
C10 -0.757 2.637 6.075
C11 -0.194 2.148 7.397
O5 0.969 1.335 7.176
C12 2.154 2.007 7.016
O6 2.256 3.230 7.049
C13 3.310 1.024 6.840
F7 3.008 -0.002 5.993
F8 3.674 0.445 8.021
F9 4.436 1.607 6.340
H16 -0.955 1.794 5.405
H17 -1.686 3.191 6.232
H18 -0.045 3.291 5.562
H19 -0.933 1.515 7.898
H20 0.029 2.980 8.074
O7 -5.062 -7.458 -2.889
C14 -4.873 -6.352 -2.409
O8 -3.657 -5.893 -1.989
C15 -3.824 -4.610 -1.387
C16 -5.115 -4.073 -1.947
C17 -5.932 -5.323 -2.153
H21 -3.863 -4.738 -0.300
H22 -2.973 -3.971 -1.638
H23 -5.595 -3.339 -1.294
H24 -4.928 -3.593 -2.915
H25 -6.488 -5.599 -1.253
H26 -6.604 -5.227 -3.009
C18 -2.179 -0.131 -7.426
C19 -3.022 -1.125 -6.632
O9 -2.102 -1.782 -5.762
S2 -0.918 -0.737 -5.356
O10 -1.242 -0.164 -4.068
O11 0.355 -1.355 -5.645
O12 -1.222 0.383 -6.501
H27 -1.637 -0.632 -8.235
H28 -2.782 0.681 -7.842
H29 -3.529 -1.848 -7.274
H30 -3.762 -0.607 -6.012
F10 2.496 -1.389 5.032
C20 7.069 3.243 -0.036
O13 6.275 3.174 0.933
O14 8.266 3.649 0.364
O15 6.913 3.001 -1.254
H31 7.959 3.712 1.291

Kohn-Sham gap   1.643 eV
Total charge   0
Energy   -4648.448950 Eh
Maximum force   8.54 eV/Å

Löwdin population analysis, charges in e, atoms 1 to 8: C -0.08; C -0.28; C -0.18; C -0.24; C -0.06; C -0.21; O -0.19; C 0.02



The following is a quantum chemistry calculation of a molecular structure, C20H31AlO11 at a distorted geometry, from OMol25.

Element x y z (Å)
Al1 24.126 -5.317 -15.757
O1 25.558 -4.309 -14.434
H1 25.273 -3.487 -13.991
O2 28.414 -2.993 -9.247
C1 28.209 -3.277 -10.410
O3 27.178 -2.785 -11.010
C2 27.004 -3.246 -12.340
C3 28.379 -3.673 -12.787
C4 28.874 -4.196 -11.427
H2 26.646 -2.400 -12.927
H3 26.297 -4.068 -12.452
H4 28.956 -2.813 -13.127
H5 28.313 -4.375 -13.618
H6 29.937 -4.041 -11.241
H7 28.637 -5.241 -11.224
O4 24.847 -6.558 -14.171
C5 26.077 -6.724 -14.084
O5 26.717 -7.660 -14.794
C6 28.095 -7.485 -14.699
C7 28.279 -6.438 -13.578
C8 27.000 -5.732 -13.511
H8 28.393 -6.992 -15.624
H9 28.742 -8.354 -14.580
H10 29.126 -5.782 -13.779
H11 28.539 -6.926 -12.639
H12 26.955 -4.891 -14.204
H13 26.729 -5.437 -12.497
O6 24.180 -3.505 -16.484
C9 24.596 -2.398 -16.240
O7 24.613 -1.415 -17.210
C10 25.040 -0.210 -16.704
C11 25.734 -0.603 -15.405
C12 25.005 -1.873 -14.956
H14 24.095 0.313 -16.560
H15 25.762 0.308 -17.335
H16 25.620 0.226 -14.706
H17 26.798 -0.723 -15.605
H18 24.087 -1.604 -14.433
H19 25.558 -2.694 -14.500
O8 22.566 -0.959 -12.639
C13 22.876 -2.148 -12.424
O9 21.966 -3.141 -12.060
C14 22.683 -4.342 -11.856
C15 24.155 -3.977 -11.784
C16 24.314 -2.606 -12.446
H20 22.561 -5.039 -12.684
H21 22.248 -4.844 -10.992
H22 24.831 -4.654 -12.307
H23 24.420 -3.898 -10.729
H24 24.679 -2.620 -13.473
H25 24.989 -1.950 -11.895
O10 25.769 -4.882 -16.598
C17 26.981 -4.616 -16.555
O11 27.893 -5.445 -17.094
C18 29.212 -4.959 -16.944
C19 29.089 -4.032 -15.745
C20 27.662 -3.459 -15.854
H26 29.493 -4.328 -17.787
H27 29.826 -5.829 -16.712
H28 29.843 -3.245 -15.732
H29 29.248 -4.632 -14.849
H30 27.662 -2.532 -16.428
H31 27.038 -3.308 -14.973

Kohn-Sham gap   3.428 eV
Total charge   +2
Energy   -1849.818656 Eh
Maximum force   7.87 eV/Å
Relative energy (zero: lowest compared OMol25 entry of this formula, charge and spin)   148.5 kcal per mole

Löwdin population analysis, charges in e, atoms 1 to 8: Al 1.15; O -0.33; H -0.04; O 0.16; C -0.48; O 0.09; C -0.20; C -0.15